(1)
Density functional theory data (ωB97M-V/def2-TZVPD) for one molecule with the formula C5H11N2O2P at a distorted geometry.

Computed properties:
Electronic energy (a.u.): -798.4341
SMILES string: CNC(=O)[C@H](P)NC(C)=O
HOMO level (eV): -9.3
Energy relative to the best compared isomer or geometry (same formula, charge and spin) (kcal/mol): 0.0
Net charge: 0

Last column: Mulliken charge in e.
Geometry (Å):
C (-3.269, 1.362, -1.433)  -0.7859
N (-2.004, 0.579, -1.257)  -0.1554
C (-1.139, 0.689, -0.195)  0.6406
O (-1.284, 1.306, 0.825)  -0.6493
C (0.176, -0.209, -0.517)  -0.4025
P (0.029, -2.015, -0.978)  -0.0614
N (1.011, -0.014, 0.584)  -0.1413
C (2.271, -0.501, 0.665)  0.7138
C (2.802, -0.323, 2.055)  -1.2330
O (2.824, -1.201, -0.137)  -0.6485
H (-3.841, 1.435, -0.455)  0.2582
H (-3.111, 2.389, -1.809)  0.2627
H (-3.772, 0.713, -2.232)  0.3070
H (-1.696, 0.040, -1.953)  0.2222
H (0.687, 0.338, -1.457)  0.2490
H (-0.428, -2.205, 0.316)  0.0201
H (1.399, -2.190, -0.652)  0.0926
H (0.611, 0.713, 1.324)  0.3204
H (2.694, 0.695, 2.432)  0.3655
H (3.842, -0.671, 2.112)  0.3528
H (2.198, -0.930, 2.762)  0.2723

(2)
Density functional theory data (ωB97M-V/def2-TZVPD) for a 9-piece molecular cluster, C19H39Br16NO overall at a distorted geometry.

Computed properties:
Electronic energy (a.u.): -42061.6019
SMILES string: CN(C)C=O.BrCCBr.BrCCBr.BrCCBr.BrCCBr.BrCCBr.BrCCBr.BrCCBr.BrCCBr
HOMO level (eV): -9.7
Energy relative to the best compared isomer or geometry (same formula, charge and spin) (kcal/mol): 0.0
Net charge: 0

Last column: Mulliken charge in e.
Geometry (Å):
C (7.100, -14.953, -6.252)  -0.6847
N (8.472, -14.576, -6.024)  0.4778
C (9.235, -15.571, -5.318)  -0.2901
C (9.066, -13.462, -6.486)  0.2266
O (10.258, -13.232, -6.378)  -0.3684
H (6.544, -14.268, -6.890)  0.3105
H (6.571, -15.052, -5.300)  -0.0735
H (7.022, -15.963, -6.663)  0.3475
H (8.928, -15.697, -4.273)  0.0242
H (9.314, -16.558, -5.777)  0.3036
H (10.269, -15.239, -5.191)  -0.3156
H (8.319, -12.801, -6.958)  -0.0223
Br (12.130, -21.059, -5.484)  -0.1585
C (10.274, -20.770, -5.041)  -0.6519
C (10.072, -19.333, -4.647)  -0.1991
Br (8.215, -19.033, -4.093)  -0.1006
H (10.152, -21.486, -4.234)  0.3734
H (9.662, -21.042, -5.895)  0.3896
H (10.262, -18.777, -5.566)  0.1176
H (10.704, -19.014, -3.826)  0.2734
Br (10.724, -17.863, -0.929)  -0.1733
C (10.825, -15.916, -1.208)  -0.3063
C (9.648, -15.216, -0.535)  -0.0566
Br (9.919, -13.300, -0.628)  -0.1186
H (10.877, -15.778, -2.284)  -0.1230
H (11.759, -15.518, -0.815)  0.5029
H (9.634, -15.445, 0.523)  0.4284
H (8.743, -15.502, -1.061)  -0.1421
Br (12.841, -8.908, -3.517)  -0.1744
C (12.784, -10.785, -2.976)  -0.5845
C (12.663, -11.697, -4.171)  -0.2087
Br (12.491, -13.541, -3.601)  -0.0733
H (11.946, -10.981, -2.311)  0.3131
H (13.707, -10.990, -2.439)  0.3876
H (13.471, -11.618, -4.900)  0.2219
H (11.811, -11.438, -4.804)  0.1158
Br (4.138, -16.652, -5.708)  -0.2185
C (3.096, -14.970, -5.963)  -0.5754
C (1.637, -15.350, -5.756)  -0.5957
Br (0.621, -13.665, -5.759)  -0.1858
H (3.319, -14.651, -6.978)  0.4076
H (3.443, -14.181, -5.302)  0.3694
H (1.565, -15.892, -4.818)  0.4048
H (1.281, -15.994, -6.552)  0.3858
Br (14.629, -13.531, -6.962)  -0.1462
C (13.026, -14.662, -7.008)  -0.0188
C (13.286, -15.772, -7.999)  -0.6472
Br (11.727, -16.994, -8.169)  -0.2127
H (12.214, -13.991, -7.263)  0.0344
H (12.857, -15.063, -6.015)  0.1696
H (14.175, -16.325, -7.708)  0.4168
H (13.418, -15.431, -9.020)  0.3998
Br (13.472, -9.958, -7.625)  -0.1688
C (11.892, -11.037, -8.171)  0.1422
C (10.843, -10.078, -8.655)  -0.6916
Br (9.425, -11.055, -9.642)  -0.2104
H (11.553, -11.492, -7.246)  -0.3318
H (12.210, -11.700, -8.965)  0.3989
H (11.256, -9.367, -9.369)  0.4425
H (10.382, -9.480, -7.874)  0.4135
Br (5.001, -18.542, -1.202)  -0.1756
C (5.277, -16.575, -1.062)  -0.6374
C (5.997, -16.157, -2.313)  -0.0106
Br (6.167, -14.204, -2.433)  -0.1374
H (5.789, -16.417, -0.116)  0.3705
H (4.309, -16.096, -0.937)  0.4186
H (5.408, -16.474, -3.168)  0.0854
H (6.989, -16.594, -2.389)  0.0989
Br (4.396, -11.424, -6.762)  -0.1383
C (6.008, -10.601, -7.574)  -0.4752
C (5.610, -9.235, -8.069)  -0.6717
Br (7.157, -8.218, -8.702)  -0.1754
H (6.293, -11.206, -8.427)  0.3289
H (6.754, -10.537, -6.792)  0.3613
H (5.117, -8.604, -7.335)  0.4012
H (4.983, -9.187, -8.954)  0.3860

(3)
Density functional theory data (ωB97M-V/def2-TZVPD) for a 7-piece molecular cluster, C21H54ClNO5 overall at a distorted geometry.

Computed properties:
Electronic energy (a.u.): -1723.2482
HOMO level (eV): -8.8
Energy relative to the best compared isomer or geometry (same formula, charge and spin) (kcal/mol): 0.0
Net charge: 0

Last column: Mulliken charge in e.
Geometry (Å):
C (-7.246, 0.597, 2.058)  -1.3800
C (-6.311, 0.729, 0.850)  -0.4969
C (-4.940, 1.313, 1.158)  -0.4105
C (-4.082, 1.598, -0.143)  -1.2286
N (-2.614, 1.816, 0.101)  1.1609
C (-2.023, 0.545, 0.673)  -0.3814
C (-1.109, 0.942, 1.714)  -0.5255
C (-1.717, 2.218, 2.435)  -0.9272
C (-2.170, 2.833, 1.078)  -1.1827
C (-1.909, 2.080, -1.270)  -2.2543
C (-2.461, 3.375, -1.876)  -0.7229
C (-1.553, 3.564, -3.131)  -1.3705
H (-7.459, 1.577, 2.447)  0.3834
H (-6.749, 0.144, 2.946)  0.3127
H (-8.023, -0.113, 1.864)  0.3715
H (-6.594, 1.189, -0.214)  0.2532
H (-6.367, -0.271, 0.576)  0.3528
H (-4.424, 0.760, 1.901)  0.5321
H (-5.255, 2.258, 1.640)  0.3198
H (-4.723, 2.286, -0.629)  0.6795
H (-4.276, 0.754, -0.963)  0.4142
H (-1.539, -0.170, -0.174)  -0.0434
H (-2.825, -0.034, 0.932)  0.4960
H (-0.190, 1.151, 1.417)  0.2003
H (-1.098, 0.119, 2.339)  0.5987
H (-0.762, 2.809, 2.945)  0.2855
H (-2.609, 2.025, 2.922)  0.4663
H (-1.340, 3.426, 0.778)  0.4295
H (-2.980, 3.444, 1.071)  0.6906
H (-2.528, 1.289, -1.702)  0.5375
H (-0.995, 1.869, -1.427)  1.6010
H (-2.430, 4.279, -1.352)  0.4586
H (-3.462, 3.359, -2.204)  0.3495
H (-1.510, 4.281, -3.820)  0.5749
H (-1.851, 2.753, -3.850)  0.2613
H (-0.528, 3.336, -2.962)  0.2998
Cl (1.069, -1.551, -0.340)  -0.7340
C (0.022, -0.068, -5.155)  -1.2277
C (0.504, -0.095, -3.670)  -0.4117
O (-0.560, -0.456, -2.835)  -0.4908
H (0.966, 0.146, -5.710)  0.3557
H (-0.880, 0.558, -5.216)  0.2727
H (-0.211, -1.054, -5.378)  0.3238
H (0.840, 0.811, -3.258)  0.2829
H (1.333, -0.617, -3.463)  0.7047
H (-0.156, -0.976, -2.219)  0.0879
C (3.534, 2.952, -0.868)  -1.4105
C (2.997, 1.588, -0.422)  0.1992
O (1.559, 1.469, -0.574)  -0.0003
H (3.399, 3.129, -2.038)  0.2493
H (4.564, 3.248, -0.607)  0.3775
H (3.034, 3.868, -0.522)  0.3254
H (2.912, 1.459, 0.705)  0.2014
H (3.422, 0.910, -0.865)  0.1655
H (1.550, 0.607, -0.429)  -0.1456
C (1.730, -6.050, 2.539)  -1.3340
C (1.804, -4.953, 1.533)  1.0303
O (0.586, -4.614, 1.000)  -0.5467
H (1.019, -6.729, 2.344)  0.3816
H (1.553, -5.397, 3.604)  0.2007
H (2.679, -6.428, 2.873)  0.3600
H (2.497, -5.339, 0.710)  0.1064
H (2.335, -4.053, 1.939)  -0.5373
H (0.770, -3.668, 0.829)  0.2706
C (4.280, -0.704, 3.688)  -1.3245
C (3.325, -1.317, 2.664)  0.6191
O (2.338, -0.410, 2.444)  -0.4478
H (4.516, 0.373, 3.606)  0.3383
H (5.454, -1.059, 3.758)  0.2797
H (3.986, -0.737, 4.836)  0.2754
H (2.831, -2.299, 2.912)  0.0691
H (3.897, -1.250, 1.744)  -0.0325
H (1.663, -0.797, 1.720)  0.0733
C (5.066, -3.221, -0.598)  -0.8070
C (4.640, -2.276, -1.611)  0.1666
O (3.393, -2.702, -2.228)  -0.4624
H (5.648, -2.611, 0.034)  0.3713
H (5.768, -4.000, -0.946)  0.3204
H (4.301, -3.662, 0.258)  0.0361
H (5.316, -2.227, -2.469)  0.3402
H (4.558, -1.328, -1.014)  -0.1922
H (2.824, -2.567, -1.446)  0.2143